{
  "formula": "C3H17N2O3",
  "method": "ωB97M-V/def2-TZVPD",
  "elements": ["C", "C", "C", "N", "N", "H", "H", "H", "H", "H", "H", "H", "H", "H", "H", "H", "H", "H", "O", "H", "H", "O", "H", "H", "O"],
  "positions_angstrom": [[1.64506, -0.35849, -1.43433], [0.67663, -1.51539, -1.37128], [-0.73247, -1.18213, -1.85207], [-1.81671, -2.10561, -1.67335], [1.36288, 0.71536, -0.41829], [1.74453, -0.01502, -2.47202], [2.72761, -0.76379, -1.24391], [0.59883, -1.95595, -0.34135], [1.09409, -2.35329, -1.96851], [-1.08139, -0.16706, -1.49354], [-0.75740, -0.93743, -2.94156], [-1.74358, -2.99556, -2.12092], [-2.13328, -2.34598, -0.70944], [0.70628, 1.36021, -0.89006], [0.94668, 0.22343, 0.36589], [2.10973, 1.35770, -0.14587], [-1.39289, 2.60274, 0.68563], [-2.45502, 1.93924, -0.22522], [-1.51107, 2.07716, -0.10978], [-1.11183, 1.23776, 4.16051], [-1.16054, -0.18585, 3.46615], [-0.73766, 0.68018, 3.47480], [2.18239, 0.88317, 2.53797], [0.57188, 0.97417, 2.67373], [1.35562, 0.91297, 2.05113]],
  "forces_ev_per_angstrom": [[3.552, -1.469, -0.354], [-0.467, -1.129, 0.758], [-1.021, 1.835, -1.165], [-0.901, -0.575, 1.783], [-0.809, 0.270, -3.043], [-0.441, 0.639, 0.438], [-1.991, 0.747, 0.036], [0.198, 0.547, -0.566], [-0.154, 0.571, 0.181], [0.423, -1.031, 0.356], [0.577, -0.474, 0.456], [0.407, -0.276, -0.665], [0.696, 0.802, -0.917], [-0.494, -0.410, 0.847], [0.039, 0.820, 0.792], [0.251, -0.827, 0.298], [-0.222, 0.068, 0.060], [-0.072, 0.103, 0.061], [0.485, -0.233, -0.147], [-0.231, -0.216, 0.171], [-0.089, 0.225, 0.280], [-0.217, 0.048, -0.088], [-0.185, -0.017, 0.387], [1.007, -0.238, -0.256], [-0.343, 0.219, 0.297]],
  "lumo_energy_ev": -2.8,
  "total_charge": 1,
  "homo_lumo_gap_ha": 0.348,
  "de_lowest_kj_mol": 159.1,
  "energy_ev": -12503.2121
}

---

{
  "formula": "C18H30N2O2",
  "method": "ωB97M-V/def2-TZVPD",
  "elements": ["C", "H", "H", "H", "C", "C", "H", "H", "H", "C", "H", "H", "C", "N", "C", "H", "H", "C", "N", "C", "H", "C", "C", "C", "H", "O", "H", "H", "H", "H", "H", "H", "C", "C", "C", "C", "C", "C", "C", "O", "H", "H", "H", "H", "H", "H", "H", "H", "H", "H", "H", "H"],
  "positions_angstrom": [[1.52881, 2.42011, -0.66913], [0.50624, 1.92742, -0.42080], [2.18725, 1.82022, -0.15902], [1.38973, 3.45955, -0.18363], [1.62808, 2.87427, -2.23044], [3.10528, 3.44302, -2.50651], [3.23568, 4.37921, -1.98137], [3.73719, 2.82411, -2.16178], [3.07842, 3.60201, -3.60420], [1.70379, 1.36015, -2.94742], [2.35370, 0.44235, -2.57415], [1.95626, 1.44388, -4.13360], [0.29734, 0.86580, -3.10533], [-0.22220, 0.06450, -1.83617], [-1.75728, 0.06304, -1.91654], [-1.95825, 0.89543, -2.29020], [-1.88134, -0.69846, -2.48034], [-2.06748, -0.24765, -0.48016], [-1.64691, -1.50510, 0.16451], [0.00316, -1.30715, 0.10643], [0.33137, -2.02407, 0.52635], [0.58467, -1.16772, -1.39395], [0.39913, -2.38466, -2.23443], [0.50294, -3.74152, -1.56870], [0.80968, -3.71070, -0.79146], [-0.96144, -3.97709, -1.00428], [-1.25175, -2.99332, -0.67465], [0.52679, -4.52891, -2.24726], [1.39633, -2.24813, -2.94419], [-0.42368, -2.19370, -2.81018], [1.42190, -0.82284, -1.19037], [0.06977, -0.23708, 0.63841], [-2.06861, -1.89561, 1.41235], [-1.85989, -0.72139, 2.46153], [-0.96234, -0.90243, 3.43190], [-0.87014, -0.18770, 4.53902], [-0.10038, 0.07076, 5.55618], [0.05295, 1.06925, 6.33789], [-1.16092, 1.80106, 5.58853], [-1.49449, 0.98284, 4.43370], [-1.49899, 2.78979, 5.90025], [0.53537, 1.35910, 7.08358], [0.83719, -0.73866, 5.72066], [-0.26324, -1.71153, 3.48897], [-2.59723, 0.00029, 2.31764], [-3.14658, -1.99209, 1.38079], [-1.50004, -2.70146, 1.75421], [-3.18439, -0.31006, -0.34784], [-2.10141, 0.59389, 0.14210], [-0.32770, 1.31907, -3.61098], [0.31854, -0.16662, -3.86292], [0.80909, 3.24452, -2.62301]],
  "forces_ev_per_angstrom": [[-5.434, 4.561, -1.118], [1.568, 0.739, -0.888], [2.405, -1.115, 0.398], [0.687, -1.614, 0.093], [7.868, -7.774, 3.326], [-7.607, 4.847, -2.780], [0.086, 0.489, -0.061], [4.677, -4.792, 2.033], [0.861, -0.034, 0.655], [-0.131, 0.570, -2.973], [-0.945, 2.549, -0.239], [0.200, 0.234, 2.686], [6.033, -12.053, 4.584], [0.758, 3.009, -1.947], [7.257, -4.772, 7.883], [-2.477, 7.176, -2.635], [-2.338, -5.102, -4.168], [-5.787, -1.283, 1.116], [5.868, 1.268, -5.734], [-6.916, 10.970, -5.259], [4.697, -9.219, 6.023], [-11.565, -0.299, 1.462], [6.424, 0.228, -1.103], [-12.378, 1.539, -14.494], [9.006, -0.022, 16.317], [0.633, 2.778, -0.025], [0.275, -2.839, -0.888], [1.130, -1.360, -0.765], [-2.459, -0.726, 0.956], [-2.178, -0.400, -1.677], [8.276, 2.689, 1.142], [0.664, -2.616, -0.963], [-0.727, 4.130, 2.516], [0.743, -3.706, -0.992], [-0.626, -3.281, -3.217], [-0.786, 5.727, 1.926], [10.044, -12.028, 1.496], [-11.160, 5.180, -7.714], [3.728, -2.243, 0.819], [-2.696, 5.699, 3.556], [-0.743, -0.380, -1.251], [4.120, 2.185, 6.166], [-2.479, 1.191, -0.465], [0.024, -0.978, -0.759], [-0.717, 1.587, 0.619], [-0.344, -0.855, 0.099], [0.374, -1.749, 0.315], [-0.037, -0.507, -0.863], [1.846, 1.716, 1.132], [-6.434, 5.448, -3.854], [0.483, 2.616, 1.093], [-3.768, 2.626, -1.582]],
  "lumo_energy_ev": 0.3,
  "total_charge": 0,
  "homo_lumo_gap_ha": 0.293,
  "de_lowest_kj_mol": 2045.0,
  "energy_ev": -26208.4058
}

---

{
  "formula": "C4H9NO2",
  "method": "ωB97M-V/def2-TZVPD",
  "elements": ["C", "C", "C", "O", "N", "C", "O", "H", "H", "H", "H", "H", "H", "H", "H", "H"],
  "positions_angstrom": [[-1.35220, 1.15716, -0.18971], [-0.36540, 0.25630, 0.55156], [-0.62737, -1.21355, 0.21537], [0.17928, -2.10892, 0.92329], [0.98472, 0.70526, 0.18018], [1.90068, 0.09107, -0.60287], [2.02500, -1.10531, -0.81068], [-1.15986, 2.21577, 0.02109], [-2.38597, 0.94011, 0.09247], [-1.24614, 1.00608, -1.27045], [-0.47814, 0.37319, 1.63631], [-1.66796, -1.41962, 0.48971], [-0.54244, -1.35123, -0.87301], [1.04251, -2.07135, 0.47414], [1.11749, 1.70464, 0.24493], [2.57581, 0.82040, -1.08232]],
  "forces_ev_per_angstrom": [[-0.112, 0.016, -0.031], [-0.105, -0.061, 0.065], [-0.268, 0.225, -0.140], [0.197, -0.052, -0.010], [0.111, 0.043, -0.192], [0.100, -0.136, -0.067], [-0.143, 0.306, 0.017], [-0.047, -0.165, 0.004], [0.113, 0.007, 0.003], [-0.051, 0.023, 0.150], [0.044, 0.004, -0.129], [0.115, 0.044, -0.017], [0.009, -0.025, 0.147], [-0.074, -0.073, 0.073], [-0.050, -0.089, -0.069], [0.161, -0.068, 0.195]],
  "lumo_energy_ev": 0.7,
  "total_charge": 0,
  "homo_lumo_gap_ha": 0.392,
  "de_lowest_kj_mol": 88.9,
  "energy_ev": -9879.1388
}

---

{
  "formula": "C7H7GaO6S",
  "method": "ωB97M-V/def2-TZVPD",
  "elements": ["O", "C", "Ga", "O", "C", "C", "O", "C", "O", "C", "O", "H", "C", "S", "C", "O", "H", "H", "H", "H", "H", "H"],
  "positions_angstrom": [[-2.20761, -4.18637, -0.21376], [-2.21675, -3.23776, -0.79532], [1.35035, 0.02024, -2.11244], [1.47826, -1.90823, 0.54445], [1.56895, -1.11846, -0.31412], [1.93957, 1.86925, -0.92070], [2.36351, 2.57205, -0.14031], [-0.60812, 1.36018, -1.82252], [-1.72453, 1.56591, -1.65469], [2.77492, -0.67071, -3.53177], [3.34242, -0.91734, -4.48778], [0.88886, -1.21112, -3.14554], [-0.47089, -0.46304, 2.64944], [-0.75302, 0.11448, 0.98088], [-1.65474, 1.60963, 1.33222], [0.65626, 0.62442, 0.57574], [-1.43712, -0.72725, 3.07577], [-0.00337, 0.36536, 3.18039], [0.19838, -1.31761, 2.60155], [-1.00217, 2.25022, 1.92338], [-1.92912, 2.08295, 0.39123], [-2.55405, 1.32319, 1.88389]],
  "forces_ev_per_angstrom": [[-0.046, -1.010, 0.587], [0.086, 1.038, -0.584], [-0.962, -1.212, 0.381], [0.758, 3.355, -4.335], [-0.346, -3.432, 3.971], [1.984, 0.643, 1.412], [-1.072, -1.243, -2.079], [-4.318, 0.149, -0.121], [3.939, -0.523, -0.913], [4.266, 0.791, -2.453], [-1.984, 0.149, 2.374], [-1.538, 1.227, 1.092], [-0.116, 0.271, -0.168], [-0.285, -0.135, 0.768], [-0.074, -0.026, 0.092], [-0.090, 0.032, -0.804], [0.038, -0.096, 0.104], [-0.022, -0.070, 0.137], [-0.124, -0.055, 0.048], [-0.090, 0.041, 0.084], [-0.063, -0.005, 0.445], [0.058, 0.111, -0.038]],
  "lumo_energy_ev": -10.1,
  "total_charge": 2,
  "homo_lumo_gap_ha": 0.275,
  "de_lowest_kj_mol": 0.0,
  "energy_ev": -82845.8903
}

---

{
  "formula": "C17H24F16O5",
  "method": "ωB97M-V/def2-TZVPD",
  "elements": ["C", "C", "O", "C", "C", "C", "O", "C", "O", "C", "H", "H", "H", "H", "H", "H", "H", "H", "H", "H", "H", "H", "H", "H", "H", "H", "C", "C", "C", "F", "F", "F", "F", "O", "C", "C", "F", "F", "F", "F", "H", "H", "H", "H", "C", "C", "C", "F", "F", "F", "F", "O", "C", "C", "F", "F", "F", "F", "H", "H", "H", "H"],
  "positions_angstrom": [[4.27736, -2.73417, -2.68079], [2.76800, -2.54854, -2.66894], [2.12873, -3.61098, -3.35573], [1.29252, -3.27884, -4.44590], [-0.14720, -3.74757, -4.28111], [-0.29594, -5.27090, -4.05934], [0.83842, -5.99762, -4.47449], [1.52101, -6.65376, -3.42705], [-0.89460, -3.01217, -3.32260], [-0.45316, -3.07495, -1.98278], [4.63923, -2.84235, -3.70428], [4.56187, -3.61029, -2.09632], [4.75221, -1.85965, -2.22741], [2.50679, -1.58652, -3.12480], [2.40884, -2.54014, -1.63344], [1.27560, -2.19448, -4.60878], [1.68924, -3.74836, -5.35164], [-0.63914, -3.50192, -5.22767], [-0.53185, -5.46829, -3.00795], [-1.14907, -5.62706, -4.64553], [1.88278, -5.93431, -2.68495], [2.37254, -7.16466, -3.87447], [0.87365, -7.39548, -2.94239], [0.19258, -2.22325, -1.74685], [-1.32575, -3.03131, -1.32704], [0.10855, -3.98280, -1.74773], [-1.25529, 0.65178, -1.80647], [-0.41673, 0.97556, -0.56333], [-1.12777, 1.61180, 0.63461], [-1.62609, 2.82204, 0.32408], [-0.22112, 1.78436, 1.63000], [0.66297, 1.70650, -0.89570], [0.02326, -0.23222, -0.09141], [-1.20744, 1.58790, -2.86592], [-2.11441, 2.60108, -2.98675], [-1.43320, 3.97770, -2.98853], [-0.73657, 4.15876, -1.85071], [-2.38670, 4.93044, -3.06339], [-3.08124, 2.53660, -2.05869], [-2.71212, 2.47596, -4.19604], [-0.79622, -0.24402, -2.22306], [-2.27932, 0.39191, -1.53625], [-1.93075, 0.96753, 1.00045], [-0.76374, 4.05997, -3.84628], [0.12879, 2.70337, 6.95531], [0.59661, 4.12402, 7.29439], [-0.43738, 5.09201, 7.87972], [-1.43582, 5.31452, 7.00374], [0.17024, 6.27012, 8.13665], [1.20673, 4.68612, 6.23635], [1.52502, 3.97154, 8.28937], [-0.20646, 2.45365, 5.60537], [-1.48296, 2.57000, 5.14104], [-1.58053, 3.58639, 3.99718], [-1.16754, 4.80043, 4.40887], [-2.87833, 3.67894, 3.62175], [-2.36093, 2.84199, 6.11914], [-1.83927, 1.37086, 4.60956], [1.00118, 2.07763, 7.13813], [-0.66010, 2.38136, 7.63569], [-0.85032, 4.69494, 8.81050], [-0.97974, 3.25887, 3.15064]],
  "forces_ev_per_angstrom": [[-0.146, 0.129, 0.090], [0.199, -0.007, 0.028], [-0.069, 0.005, 0.090], [-0.053, 0.021, -0.161], [0.093, -0.062, -0.117], [-0.112, 0.036, 0.041], [-0.002, -0.049, -0.106], [0.014, 0.009, 0.063], [-0.197, -0.105, -0.005], [0.168, 0.099, 0.278], [0.025, -0.020, 0.063], [0.007, -0.026, -0.128], [0.018, -0.064, -0.038], [-0.039, -0.052, 0.027], [-0.004, 0.070, -0.045], [-0.001, -0.039, 0.053], [0.006, 0.012, 0.058], [0.060, 0.058, 0.042], [0.092, 0.011, -0.066], [0.007, 0.054, 0.070], [-0.010, -0.080, -0.030], [-0.022, 0.010, 0.038], [0.049, 0.026, -0.012], [0.001, -0.074, -0.001], [-0.025, 0.016, -0.107], [-0.047, 0.025, -0.085], [-0.172, -0.402, -0.280], [0.023, 0.102, -0.066], [-0.009, -0.044, 0.078], [-0.048, 0.052, -0.076], [0.032, -0.058, -0.022], [0.006, 0.021, -0.017], [0.002, -0.030, 0.014], [0.310, 0.355, 0.274], [-0.059, -0.173, -0.169], [0.021, -0.019, -0.068], [0.010, -0.018, 0.033], [-0.009, 0.027, -0.010], [-0.047, 0.033, 0.164], [-0.057, -0.015, 0.001], [-0.032, 0.004, -0.007], [0.021, 0.108, 0.099], [-0.010, -0.006, -0.012], [0.017, 0.004, 0.003], [0.030, -0.418, 0.170], [-0.016, 0.016, -0.075], [0.035, -0.012, 0.047], [-0.046, -0.017, -0.017], [0.000, 0.027, 0.010], [0.009, 0.008, -0.018], [0.013, -0.002, 0.007], [0.091, 0.452, -0.165], [0.057, -0.247, 0.004], [-0.023, 0.061, -0.076], [-0.016, -0.031, 0.011], [-0.009, 0.000, -0.022], [-0.088, 0.091, 0.076], [-0.042, -0.010, 0.041], [-0.020, -0.001, 0.006], [-0.014, 0.111, -0.003], [-0.014, -0.004, 0.000], [0.043, 0.029, 0.024]],
  "lumo_energy_ev": 0.6,
  "total_charge": 0,
  "homo_lumo_gap_ha": 0.367,
  "energy_ev": -71733.8349
}

---

{
  "formula": "C14H13N2O2PdS2SbSe4",
  "method": "ωB97M-V/def2-TZVPD",
  "elements": ["Pd", "O", "C", "C", "C", "O", "S", "C", "C", "C", "C", "C", "C", "C", "C", "H", "H", "H", "H", "H", "H", "H", "Se", "Sb", "Se", "Se", "Se", "S", "C", "N", "C", "C", "N", "H", "H", "H", "H", "H", "H"],
  "positions_angstrom": [[0.83483, -0.56280, -2.73305], [-0.74488, 1.89554, -3.99625], [-0.10777, 1.01298, -3.67333], [-0.93101, 2.16005, 5.09345], [0.09114, 2.19915, 6.19858], [-0.20052, 2.41702, 7.35137], [1.82704, 1.96785, 5.83577], [1.90846, 1.59266, 4.10654], [2.32233, 2.56584, 3.20091], [2.40912, 2.27474, 1.85058], [2.08324, 0.99984, 1.36622], [1.64914, 0.03644, 2.29225], [1.58011, 0.32229, 3.64021], [2.12376, 0.66609, -0.01537], [1.95273, 0.39501, -1.19688], [-1.82512, 1.67091, 5.47577], [-0.59691, 1.66192, 4.18946], [-1.18536, 3.19336, 4.84817], [2.55342, 3.56160, 3.56055], [2.70282, 3.03836, 1.14228], [1.33599, -0.93069, 1.92181], [1.22841, -0.43081, 4.33480], [-2.31352, -0.91512, 3.15853], [-2.86080, -0.55091, 0.83258], [-0.95532, -0.72021, -0.91715], [-4.50179, -1.78678, -0.41774], [-3.49668, 1.81730, 1.42290], [1.42730, -2.93292, -2.72704], [0.28717, -2.42478, -3.88114], [0.63835, -2.27943, -5.27053], [-0.57956, -2.42542, -6.06951], [-1.67753, -2.20576, -5.02875], [-1.06782, -2.81489, -3.86510], [1.38016, -2.92472, -5.49415], [-0.65950, -3.42007, -6.52360], [-0.62940, -1.67405, -6.86187], [-2.62822, -2.67530, -5.27841], [-1.83704, -1.12628, -4.89061], [-1.53680, -2.64805, -2.98223]],
  "forces_ev_per_angstrom": [[0.477, 0.298, -0.918], [0.109, 0.146, -0.001], [0.215, -1.038, 0.336], [0.122, -0.001, 0.073], [-0.192, 0.064, -0.047], [0.076, -0.006, 0.034], [-0.004, -0.024, 0.000], [0.087, 0.034, -0.021], [-0.049, 0.021, 0.014], [0.014, -0.063, -0.027], [0.020, -0.086, 0.163], [0.022, 0.013, -0.047], [-0.034, -0.010, 0.032], [-0.065, 0.300, -0.126], [-0.186, -0.252, 0.009], [-0.009, 0.008, -0.036], [-0.059, -0.015, 0.007], [-0.003, 0.006, -0.026], [0.015, -0.008, 0.001], [0.042, 0.000, 0.012], [0.031, -0.018, 0.009], [0.001, 0.002, -0.011], [-0.021, 0.004, 0.212], [0.415, 0.489, -0.538], [-1.112, -0.144, 0.823], [-0.077, -0.125, -0.019], [0.155, -0.361, 0.044], [-0.087, 0.538, -0.018], [0.261, -0.111, -0.074], [-0.151, -0.035, 0.136], [0.020, 0.080, -0.021], [0.016, 0.063, 0.005], [-0.121, 0.184, 0.103], [0.034, 0.082, -0.099], [-0.033, -0.018, 0.035], [0.030, -0.027, -0.031], [0.024, -0.028, -0.038], [-0.036, -0.003, 0.027], [0.053, 0.041, 0.021]],
  "lumo_energy_ev": [4.2, 3.3],
  "total_charge": -2,
  "homo_lumo_gap_ha": [0.230, 0.196],
  "de_lowest_kj_mol": 50.4,
  "energy_ev": -314877.9185,
  "multiplicity": 3
}